[1]
Density functional theory data (ωB97M-V with the def2-TZVPD basis set) for a cluster of 10 separate species, C53H127Br2N9O4 in total.

Last column: Löwdin charge in e.
Cartesian coordinates (Å):
C (1.6340, -4.8665, 1.7873)  -0.0695
C (0.7888, -4.7896, 3.0234)  -0.1941
N (-0.3586, -5.6508, 2.8768)  -0.0732
C (-0.5019, -6.8937, 2.4533)  -0.0380
C (-1.8301, -7.2855, 2.4373)  0.0293
N (-2.4820, -6.2058, 2.9521)  -0.1219
C (-1.5952, -5.2006, 3.2543)  -0.0388
C (-3.8963, -5.9962, 3.0620)  -0.0191
H (1.5911, -5.6885, 1.0727)  0.0938
H (2.6968, -4.9546, 2.0124)  0.0542
H (1.6204, -3.9211, 1.2450)  0.0575
H (0.4925, -3.7639, 3.2434)  0.0753
H (1.3305, -5.1161, 3.9111)  0.1152
H (0.3709, -7.4487, 2.1424)  0.1419
H (-2.3580, -8.1694, 2.1110)  0.1447
H (-1.7929, -4.2046, 3.6221)  0.0679
H (-4.2772, -5.8485, 4.0725)  0.1120
H (-4.4179, -6.8525, 2.6343)  0.1035
H (-4.0418, -5.1559, 2.3832)  0.0706
C (-1.8901, 1.6145, -2.5440)  -0.0743
C (-1.0702, 1.1257, -1.2676)  -0.2074
C (0.3836, 0.6531, -1.6189)  -0.1856
C (0.9699, 0.1821, -0.3170)  -0.1711
N (2.4461, -0.1109, -0.2203)  -0.2302
C (2.8640, -1.4487, -0.9538)  -0.0284
C (4.0002, -2.0256, -0.0407)  -0.1272
C (3.8914, -1.3494, 1.3302)  -0.1808
C (2.7093, -0.4931, 1.2645)  -0.1368
C (3.3366, 0.9883, -0.7151)  -0.0112
H (-2.6664, 2.2940, -2.1923)  0.0366
H (-2.3857, 0.7843, -3.0472)  0.0784
H (-1.3144, 2.3402, -3.1184)  0.0437
H (-1.6483, 0.3304, -0.7973)  0.0889
H (-0.9704, 1.8246, -0.4371)  0.0888
H (0.9288, 1.5601, -1.8799)  0.0989
H (0.3459, -0.0123, -2.4815)  0.0371
H (0.3389, -0.6170, 0.0722)  0.1123
H (0.8665, 0.9674, 0.4319)  0.1126
H (3.2962, -1.3343, -1.9479)  0.1214
H (1.9494, -2.0413, -0.9355)  0.1181
H (4.9731, -1.9284, -0.5224)  0.1235
H (3.9515, -3.1098, 0.0607)  0.0970
H (4.7872, -0.8360, 1.6794)  0.1249
H (3.6608, -2.1444, 2.0394)  0.0955
H (3.0220, 0.4389, 1.7355)  0.1269
H (1.7897, -0.8183, 1.7510)  0.1012
H (2.9754, 1.8849, -0.2113)  0.1003
H (3.1687, 0.9963, -1.7920)  0.0282
H (4.3542, 0.6517, -0.5171)  0.1074
C (-5.1763, -0.1311, -2.1679)  -0.0840
C (-5.5737, 0.3643, -0.7560)  -0.2470
C (-5.7305, -0.6889, 0.3417)  -0.2002
C (-7.0502, -1.4724, 0.2108)  -0.0958
N (-7.0035, -2.7610, 1.0610)  -0.2329
C (-8.3391, -3.5000, 1.1592)  -0.0680
C (-8.0194, -4.9825, 0.8214)  -0.1162
C (-6.5229, -5.1022, 0.8230)  -0.2019
C (-6.0066, -3.7828, 0.3676)  -0.0680
C (-6.4324, -2.4834, 2.4555)  0.0100
H (-4.1936, -0.5998, -2.1160)  0.0687
H (-5.1003, 0.7705, -2.7757)  0.0574
H (-5.9005, -0.8309, -2.5849)  0.0771
H (-6.5725, 0.7970, -0.8130)  0.1120
H (-4.7906, 1.0544, -0.4418)  0.0991
H (-5.8680, -0.1293, 1.2670)  0.1112
H (-4.8126, -1.2761, 0.3660)  0.0950
H (-7.4211, -1.7634, -0.7720)  0.1346
H (-7.8740, -0.9097, 0.6500)  0.1390
H (-8.9064, -3.1645, 2.0274)  0.1426
H (-9.0033, -3.1264, 0.3798)  0.1309
H (-8.5595, -5.4607, 1.6385)  0.1324
H (-8.2954, -5.3096, -0.1811)  0.1343
H (-6.2792, -5.5233, 1.7984)  0.0936
H (-6.1023, -5.8807, 0.1864)  0.1379
H (-4.9750, -3.4394, 0.4441)  0.1122
H (-6.3007, -3.7022, -0.6789)  0.1392
H (-6.5222, -3.4399, 2.9705)  0.1036
H (-7.0204, -1.7009, 2.9351)  0.1116
H (-5.3891, -2.1815, 2.5482)  0.0779
C (6.4579, -6.5004, 0.9304)  -0.0851
C (6.3200, -5.1141, 1.4511)  -0.2918
C (6.8493, -4.7981, 2.8171)  -0.1839
C (5.8746, -5.2598, 3.9039)  -0.0737
N (5.9180, -4.3892, 5.2638)  -0.1960
C (5.4436, -2.8841, 5.2107)  -0.0926
C (4.3599, -2.9434, 6.1871)  -0.1893
C (3.8287, -4.3704, 6.3166)  -0.1280
C (5.1269, -5.1754, 6.3102)  -0.0855
C (7.3988, -4.2634, 5.6811)  0.0240
H (6.3295, -7.2258, 1.7338)  0.0813
H (7.3927, -6.5271, 0.3705)  0.0946
H (5.7206, -6.7503, 0.1675)  0.0851
H (5.2766, -4.8372, 1.3004)  0.0824
H (6.7963, -4.4537, 0.7264)  0.1189
H (6.8949, -3.7161, 2.9408)  0.1075
H (7.8159, -5.2534, 3.0330)  0.1351
H (6.0617, -6.3259, 4.0317)  0.1350
H (4.8261, -5.1341, 3.6338)  0.1099
H (6.2514, -2.2205, 5.5192)  0.1302
H (5.2137, -2.4935, 4.2194)  0.1184
H (4.6618, -2.5350, 7.1516)  0.1376
H (3.5796, -2.3429, 5.7195)  0.1099
H (3.2604, -4.3661, 7.2467)  0.1349
H (3.3210, -4.6692, 5.3995)  0.0973
H (5.6453, -5.0776, 7.2640)  0.1399
H (4.9131, -6.2210, 6.0884)  0.1411
H (7.8210, -5.2636, 5.7788)  0.1218
H (7.2953, -3.7195, 6.6200)  0.1085
H (8.0092, -3.6610, 5.0084)  0.1075
C (1.0582, 0.7439, -7.0245)  0.0302
N (1.0432, 2.1877, -6.3566)  -0.3028
C (0.9442, 1.8631, -4.8436)  -0.0318
C (2.3640, 2.8105, -6.6878)  0.0036
C (-0.1359, 2.9461, -6.9854)  -0.0713
C (-1.5718, 2.6321, -6.4344)  -0.2113
O (-2.0192, 1.2639, -6.5879)  -0.0429
H (0.1780, 0.2499, -6.6129)  0.0572
H (1.8479, 0.2043, -6.5017)  0.0763
H (0.9927, 0.8171, -8.1101)  0.1171
H (1.8709, 1.6572, -4.3079)  0.0738
H (0.2820, 1.0617, -4.5160)  0.0555
H (0.7592, 2.8203, -4.3561)  0.0836
H (2.4189, 3.1115, -7.7339)  0.1205
H (3.1570, 2.0797, -6.5288)  0.0955
H (2.4479, 3.5411, -5.8833)  0.0908
H (-0.0731, 2.7878, -8.0620)  0.1386
H (-0.0027, 4.0135, -6.8098)  0.1273
H (-2.2101, 3.2959, -7.0176)  0.1170
H (-1.6212, 2.9587, -5.3957)  0.0708
H (-2.9751, 1.2551, -6.4996)  0.0905
C (-4.0359, 4.3118, -3.6470)  -0.0239
N (-4.4381, 5.6528, -4.1255)  -0.3535
C (-5.3434, 5.5638, -5.3383)  0.0300
C (-5.2973, 6.2475, -3.0460)  0.0126
C (-3.1889, 6.4994, -4.5095)  -0.0523
C (-3.3708, 7.9804, -4.9738)  -0.1697
O (-3.7731, 8.8383, -3.8727)  -0.0683
H (-3.3636, 4.5059, -2.8113)  0.1067
H (-3.5151, 3.7928, -4.4517)  0.0877
H (-4.8799, 3.6694, -3.3957)  0.1134
H (-6.1687, 4.8995, -5.0822)  0.1189
H (-4.8069, 5.1486, -6.1914)  0.1141
H (-5.6801, 6.5807, -5.5401)  0.1089
H (-4.6656, 6.6018, -2.2314)  0.1188
H (-5.9968, 5.4873, -2.6983)  0.1114
H (-5.9377, 7.0432, -3.4266)  0.1181
H (-2.6135, 5.9591, -5.2613)  0.1278
H (-2.6142, 6.4441, -3.5850)  0.1285
H (-4.1280, 8.1011, -5.7486)  0.1189
H (-2.4468, 8.4188, -5.3507)  0.1340
H (-3.5468, 9.7539, -4.0521)  0.1019
C (5.3203, 4.8252, -0.8829)  0.0346
N (4.2853, 5.7816, -1.5283)  -0.2844
C (2.9152, 5.6447, -0.8482)  -0.0090
C (4.6696, 7.2761, -1.2702)  0.0189
C (4.0952, 5.4501, -3.1139)  -0.0437
C (5.4278, 5.5307, -3.8897)  -0.2670
O (5.9587, 6.8302, -4.0368)  -0.0735
H (5.5296, 5.0848, 0.1548)  0.1091
H (6.1789, 4.8754, -1.5526)  0.0959
H (4.8904, 3.8316, -1.0095)  0.0693
H (2.3615, 6.5685, -1.0158)  0.0985
H (3.1625, 5.4378, 0.1930)  0.0987
H (2.3653, 4.8169, -1.2961)  0.0846
H (4.6539, 7.4779, -0.1992)  0.1040
H (3.9112, 7.9368, -1.6902)  0.1014
H (5.6249, 7.5862, -1.6937)  0.1033
H (3.3921, 6.1180, -3.6115)  0.1318
H (3.6640, 4.4511, -3.1795)  0.0719
H (5.2425, 5.1341, -4.8879)  0.1174
H (6.3852, 5.0825, -3.6240)  0.1167
H (6.6538, 6.7882, -4.6976)  0.1078
C (-0.5254, 2.1582, 5.3494)  0.0404
N (-1.0332, 0.9552, 4.5053)  -0.3349
C (-1.8576, 1.4913, 3.3824)  -0.0060
C (0.1535, 0.2094, 3.9239)  -0.0484
C (-1.8001, -0.0580, 5.4119)  -0.0724
C (-3.0675, 0.4982, 6.1893)  -0.2153
O (-4.1895, 0.8562, 5.3936)  -0.0641
H (-0.0334, 2.9005, 4.7210)  0.1089
H (0.1446, 1.7725, 6.1177)  0.1097
H (-1.3760, 2.6190, 5.8516)  0.1043
H (-2.6793, 2.0270, 3.8577)  0.1025
H (-2.2054, 0.6151, 2.8353)  0.0871
H (-1.2266, 2.1736, 2.8127)  0.1009
H (0.4988, 0.8151, 3.0861)  0.0778
H (-0.1289, -0.7759, 3.5532)  0.0414
H (0.9738, 0.0946, 4.6325)  0.0998
H (-1.1095, -0.4718, 6.1467)  0.1316
H (-2.1879, -0.8637, 4.7886)  0.0918
H (-2.7557, 1.1774, 6.9827)  0.1178
H (-3.4641, -0.3145, 6.7980)  0.1274
H (-5.0205, 0.6510, 5.8283)  0.1021
Br (0.9901, -2.0828, -4.4654)  -0.5575
Br (5.3089, 1.7168, -3.7214)  -0.5047

Net charge: +5
Kohn-Sham gap (spin up / spin down), Ha: 0.1151 / 0.1880
Spin multiplicity: 2



[2]
Density functional theory data (ωB97M-V with the def2-TZVPD basis set) for a cluster of 3 separate species, C6H12Cl6 in total.

Last column: Löwdin charge in e.
Cartesian coordinates (Å):
Cl (27.8779, -4.8809, -7.3912)  0.5735
C (26.5684, -5.5955, -8.4985)  -0.5839
C (27.1370, -6.5768, -9.5532)  -0.5524
Cl (25.9475, -7.2759, -10.7258)  0.7355
H (26.0294, -4.7438, -8.9134)  0.0748
H (25.8021, -6.1156, -7.9238)  0.0232
H (27.6669, -7.3950, -9.0656)  0.0866
H (27.8032, -5.9462, -10.1419)  0.0903
Cl (19.9212, -6.9592, -3.4903)  0.5350
C (21.5255, -7.1016, -4.3309)  -0.6123
C (21.8204, -8.5619, -4.7190)  -0.6492
Cl (20.6747, -9.2025, -5.9172)  0.5733
H (22.2002, -6.6776, -3.5872)  0.0703
H (21.4245, -6.5035, -5.2365)  0.0436
H (21.6724, -9.1855, -3.8373)  0.0657
H (22.8388, -8.7079, -5.0791)  0.0675
Cl (19.2475, -7.0437, -10.1974)  0.5633
C (20.7268, -6.5156, -9.2300)  -0.5879
C (21.7671, -7.6263, -9.1311)  -0.5968
Cl (23.1971, -7.0344, -8.3021)  0.7951
H (20.3740, -6.2993, -8.2216)  0.0669
H (21.0095, -5.5650, -9.6823)  0.0761
H (22.1039, -7.8452, -10.1444)  0.0939
H (21.4725, -8.5160, -8.5745)  0.0479

Net charge: +1
Energy above the lowest of the compared OMol25 structures with the same formula, charge and spin, kcal per mole: 11.2
Kohn-Sham gap (spin up / spin down), Ha: 0.3768 / 0.0940
Spin multiplicity: 2



[3]
Density functional theory data (ωB97M-V with the def2-TZVPD basis set) for a structure of composition C22H38BeP2.

Last column: Löwdin charge in e.
Cartesian coordinates (Å):
P (0.2917, -3.6209, -0.9237)  0.9119
P (0.4693, 0.4898, -2.3242)  0.9588
C (-0.1536, -2.2104, -2.0343)  -0.3793
C (0.9916, -1.1925, -2.0173)  -0.3652
H (-1.0927, -1.7998, -1.6230)  0.0838
H (-0.3741, -2.5707, -3.0554)  0.0979
H (1.5603, -1.1651, -1.0712)  0.0685
H (1.7302, -1.4493, -2.7972)  0.0951
C (-0.9976, 0.5442, -3.3666)  -0.1912
H (-1.5322, 1.4903, -3.2261)  0.0614
H (-1.6710, -0.2944, -3.1529)  0.0479
H (-0.6740, 0.4831, -4.4122)  0.0533
C (1.7746, 1.1197, -3.4193)  -0.2054
H (1.6593, 0.6190, -4.3895)  0.0512
H (2.7553, 0.8646, -2.9910)  0.0660
H (1.7063, 2.2033, -3.5730)  0.0480
C (-0.8152, -4.9752, -1.4453)  -0.2220
H (-0.7950, -5.7693, -0.6867)  0.0500
H (-0.5124, -5.3965, -2.4157)  0.0523
H (-1.8472, -4.6025, -1.5159)  0.0577
C (1.9669, -4.1044, -1.4783)  -0.2116
H (2.5744, -3.2265, -1.7291)  0.0403
H (1.9101, -4.7660, -2.3527)  0.0528
H (2.4603, -4.6334, -0.6529)  0.0541
Be (0.2036, -2.7973, 0.8595)  0.0299
C (-0.0668, 5.1259, 0.1459)  -0.1157
C (-1.3823, 4.9989, 0.3543)  -0.1167
C (-2.2340, 3.7652, 0.5274)  -0.1981
C (-1.4412, 2.4475, 0.7290)  -0.2616
C (-1.0770, 1.8348, -0.5406)  -0.2718
C (0.2959, 1.8420, -1.0174)  -0.4870
C (0.8542, 3.2376, -1.3577)  -0.2080
C (1.0000, 4.0796, -0.0768)  -0.2017
C (-0.2706, -3.9218, 2.0287)  -0.2122
H (0.3452, 6.1441, 0.0917)  0.0923
H (-1.9773, 5.9212, 0.3803)  0.0937
H (-2.8922, 3.6529, -0.3510)  0.1073
H (-2.9125, 3.9115, 1.3851)  0.1011
H (-0.5412, 2.6164, 1.3397)  0.1037
H (-2.0744, 1.7492, 1.3082)  0.0927
H (-1.8682, 1.3699, -1.1309)  0.0374
H (0.9530, 1.4045, -0.2233)  0.0994
H (0.2132, 3.7523, -2.0934)  0.1236
H (1.8505, 3.1369, -1.8108)  0.0775
H (1.1298, 3.4110, 0.7825)  0.1022
H (1.9478, 4.6404, -0.1839)  0.1041
H (0.1601, -3.6205, 2.9925)  0.0034
H (0.0006, -4.9684, 1.8361)  -0.0196
H (-1.3630, -3.8452, 2.1000)  0.0034
C (0.5170, -1.0790, 1.2273)  -0.1939
C (0.1880, -0.6689, 2.6149)  -0.3051
C (-1.1614, -0.6231, 3.0230)  -0.0711
C (-1.4917, -0.3640, 4.3545)  -0.0940
C (-0.4819, -0.0940, 5.2908)  -0.1132
C (0.8598, -0.0659, 4.8812)  -0.1034
C (1.1949, -0.3510, 3.5560)  -0.0575
H (-0.0910, -0.5163, 0.5036)  0.0326
H (1.5816, -0.9182, 1.0273)  0.0477
H (-1.9430, -0.8258, 2.2834)  0.1135
H (-2.5421, -0.3745, 4.6497)  0.0973
H (-0.7510, 0.1076, 6.3307)  0.0920
H (1.6425, 0.1859, 5.6036)  0.0965
H (2.2395, -0.3386, 3.2321)  0.1030

Net charge: 0
Energy above the lowest of the compared OMol25 structures with the same formula, charge and spin, kcal per mole: 25.0
Kohn-Sham gap, Ha: 0.1720
Spin multiplicity: 1



[4]
Density functional theory data (ωB97M-V with the def2-TZVPD basis set) for the molecule C19H25N3O5S.

Last column: Löwdin charge in e.
Cartesian coordinates (Å):
C (-1.3787, -0.4698, 3.4693)  -0.0514
C (-2.5067, -0.6188, 2.4565)  -0.1991
O (-2.0340, -0.4442, 1.1201)  -0.0809
C (-1.6510, -1.5528, 0.4548)  -0.4383
O (-1.5432, -2.6336, 0.9870)  0.1117
C (-1.3236, -1.2578, -0.9343)  -0.0745
C (-1.7877, -0.1700, -1.7310)  -0.1765
S (-3.0053, 1.0329, -1.2768)  0.6754
O (-4.0498, 0.4371, -0.5024)  -0.2647
O (-3.3739, 1.7745, -2.4470)  -0.2859
N (-2.2057, 2.1066, -0.2697)  -0.1137
C (-1.0010, 2.6666, -0.8266)  -0.1313
C (0.2200, 1.7409, -0.8796)  -0.4913
O (0.9557, 1.6865, -1.8461)  0.0559
N (0.4408, 1.0471, 0.2519)  0.0919
C (1.5393, 0.1175, 0.4173)  -0.1112
C (2.3446, 0.4679, 1.6399)  -0.2112
C (2.9599, 1.7114, 1.7259)  -0.0357
C (3.6801, 2.0593, 2.8536)  -0.0808
C (3.7925, 1.1672, 3.9078)  -0.0924
C (3.1824, -0.0726, 3.8288)  -0.0834
C (2.4589, -0.4194, 2.7003)  -0.0495
C (-1.1486, -0.2490, -2.9435)  -0.2409
C (-1.2102, 0.6463, -4.1213)  -0.0051
N (-0.3128, -1.3309, -2.9083)  -0.0336
C (0.5743, -1.6826, -3.9824)  0.0052
C (-0.4175, -1.9641, -1.7109)  -0.1966
C (0.3590, -3.1808, -1.3601)  -0.0047
H (-1.7782, -0.5799, 4.4732)  0.0804
H (-0.6294, -1.2406, 3.3062)  0.0704
H (-0.9024, 0.5059, 3.3888)  0.0734
H (-2.9572, -1.6118, 2.5408)  0.1271
H (-3.2754, 0.1454, 2.5908)  0.1294
H (-2.1366, 1.7192, 0.6574)  0.0817
H (-1.2491, 2.9646, -1.8473)  0.1239
H (-0.7254, 3.5634, -0.2600)  0.1357
H (-0.2381, 1.0773, 0.9963)  0.1227
H (1.1533, -0.9045, 0.4959)  0.1135
H (2.1475, 0.2020, -0.4883)  0.1342
H (2.8713, 2.4014, 0.8993)  0.1168
H (4.1573, 3.0264, 2.9105)  0.1026
H (4.3559, 1.4381, 4.7882)  0.1007
H (3.2677, -0.7711, 4.6479)  0.1023
H (1.9856, -1.3892, 2.6400)  0.1079
H (-1.3117, 0.0769, -5.0436)  0.0863
H (-0.2951, 1.2382, -4.1744)  0.0902
H (-2.0586, 1.3148, -4.0136)  0.0654
H (1.1996, -2.5198, -3.6855)  0.0868
H (1.2100, -0.8298, -4.2256)  0.1055
H (0.0067, -1.9627, -4.8722)  0.1019
H (0.1516, -3.9868, -2.0634)  0.0922
H (1.4316, -2.9826, -1.3656)  0.0876
H (0.0612, -3.5104, -0.3690)  0.0742

Net charge: 0
Energy above the lowest of the compared OMol25 structures with the same formula, charge and spin, kcal per mole: 21.1
Kohn-Sham gap, Ha: 0.3381
Spin multiplicity: 1



[5]
Density functional theory data (ωB97M-V with the def2-TZVPD basis set) for a structure of composition C3H6O3.

Last column: Löwdin charge in e.
Cartesian coordinates (Å):
O (-1.0694, 0.7486, 1.1170)  -0.0338
C (0.1350, 0.8154, 0.6684)  -0.2706
C (0.3436, 0.8046, -0.8595)  -0.1311
O (0.2069, -0.5507, -1.2527)  -0.0607
C (-0.0112, -1.3420, -0.1308)  -0.3350
O (-1.1916, -1.4502, 0.3555)  0.0337
H (-1.4338, -0.3630, 0.7205)  0.0743
H (0.6251, -0.4781, 0.7392)  0.1656
H (0.8430, 1.3891, 1.2808)  0.1404
H (1.3448, 1.1578, -1.1321)  0.1255
H (-0.4095, 1.4310, -1.3472)  0.1333
H (0.5972, -2.2506, -0.1402)  0.1583

Net charge: 0
Energy above the lowest of the compared OMol25 structures with the same formula, charge and spin, kcal per mole: 79.2
Kohn-Sham gap, Ha: 0.3838
Spin multiplicity: 1



Number 1: calculated total energy -8035.28815 hartree, largest force on an atom 0.084 hartree/bohr. Number 2: calculated total energy -2996.56497 hartree, largest force on an atom 0.043 hartree/bohr. Number 3: calculated total energy -1558.35998 hartree, largest force on an atom 0.067 hartree/bohr. Number 4: calculated total energy -1677.71047 hartree, largest force on an atom 0.018 hartree/bohr. Number 5: calculated total energy -343.52831 hartree, largest force on an atom 0.005 hartree/bohr.